Here is 9 unconnected molecules or ions with the total composition C54H135O36P9 from the OMol25 dataset. Energies are from ωB97M-V/def2-TZVPD.

```
234
Properties=species:S:1:pos:R:3:forces:R:3:mulliken_spin:R:1
C 0.90114 -6.86691 -5.73941 0.94 -0.51 0.38 0.011
C 0.74176 -7.01196 -4.22277 -1.41 -0.05 -1.17 0.090
O -0.17909 -5.94740 -3.86324 -1.22 0.58 1.09 0.040
P -1.78250 -6.22057 -3.77891 1.58 0.26 1.45 -0.244
O -2.41527 -6.72259 -4.97688 -0.33 -1.04 -0.77 -0.025
O -2.41689 -4.82304 -3.33694 1.26 -0.28 -0.09 -0.055
C -3.86505 -4.83813 -3.21325 0.75 0.32 1.06 0.300
C -4.18975 -4.01392 -1.95154 -0.23 -0.32 -0.97 -0.482
O -1.91667 -7.21113 -2.47941 -0.20 0.51 -2.78 -0.068
C -1.33937 -6.85015 -1.26912 0.82 0.77 1.94 0.211
C -0.99679 -8.10339 -0.53011 -0.48 -1.03 -0.75 0.185
H 1.59716 -6.06124 -5.97293 -0.10 0.13 0.03 0.005
H 1.35450 -7.78527 -6.11249 -0.03 -0.07 -0.26 0.000
H -0.04525 -6.68282 -6.24790 0.01 -0.16 0.26 0.002
H 0.27814 -7.96417 -3.96500 -0.12 -0.14 -0.10 -0.032
H 1.67200 -6.98998 -3.65508 -0.12 0.74 0.04 0.015
H -4.29309 -4.42670 -4.12737 -0.05 -0.19 0.08 -0.014
H -4.13114 -5.88410 -3.06078 -0.53 0.12 -0.15 0.045
H -5.16322 -4.37508 -1.61984 0.12 0.21 0.42 0.134
H -3.40851 -4.13237 -1.20071 -0.23 -0.32 0.07 -0.034
H -4.25720 -2.94697 -2.16405 -0.06 0.04 -0.12 0.110
H -0.39598 -6.30625 -1.31691 -0.19 0.59 -0.72 0.033
H -2.07976 -6.27273 -0.71550 0.10 0.24 0.19 -0.099
H -0.74205 -7.98546 0.52312 -0.31 0.07 -0.09 -0.010
H -1.86833 -8.72030 -0.74906 -0.08 -0.50 0.92 -0.077
H -0.18787 -8.61851 -1.04818 0.30 0.08 0.08 0.049
C 3.31396 5.81929 2.84465 -1.07 0.13 0.08 0.025
C 2.18920 6.58855 3.52877 0.45 0.80 -0.11 0.037
O 1.03513 5.76942 3.59597 -1.90 -0.34 0.27 -0.006
P -0.45541 6.40586 3.58266 -1.77 0.82 -2.27 -0.127
O -0.75847 7.41996 2.45589 1.12 -2.45 3.11 -0.008
O -1.42229 5.06051 3.53009 2.43 4.33 1.07 -0.081
C -1.92723 4.54817 2.30291 -0.19 -1.78 0.57 0.097
C -2.68560 3.39108 2.95559 -0.37 -1.05 -2.31 0.165
O -0.69630 6.97336 5.08698 0.39 -2.50 -0.71 -0.033
C -0.98310 8.30850 5.37113 0.74 2.49 -0.36 0.015
C -1.88909 8.52549 6.61363 0.17 -0.92 -1.33 0.007
H 2.92678 5.44803 1.89578 0.22 0.02 -0.12 0.002
H 4.17111 6.47112 2.67583 0.06 -0.20 0.12 -0.009
H 3.53411 4.95615 3.47285 0.41 0.07 -0.11 0.017
H 2.49831 6.87835 4.53304 -0.10 -0.08 0.23 0.009
H 1.89534 7.50443 3.01602 0.33 0.09 -0.30 -0.008
H -2.56975 5.13145 1.64332 -0.03 0.83 0.70 -0.004
H -1.08893 4.24093 1.67764 -0.08 -0.37 0.09 -0.011
H -3.69470 3.62997 3.29137 0.33 0.46 0.51 0.004
H -2.88183 2.67955 2.15352 0.06 -0.50 -0.01 -0.018
H -2.05314 2.90900 3.70103 -0.32 0.09 0.05 0.026
H -0.03229 8.82916 5.48500 0.29 -0.01 0.49 0.001
H -1.30648 8.71617 4.41335 -0.95 0.47 0.33 0.000
H -2.82853 8.09844 6.26267 -0.28 -0.22 0.85 0.000
H -1.44835 8.02831 7.47772 -0.27 -0.39 -0.14 -0.003
H -2.08891 9.54274 6.95033 0.36 0.22 -0.67 -0.003
C -8.92657 -4.78860 6.22107 0.74 0.16 -0.62 0.020
C -7.95869 -4.71976 5.01998 -1.42 -1.27 1.23 0.071
O -8.06859 -3.47963 4.41271 2.11 2.50 -2.23 -0.044
P -6.93799 -3.08120 3.22031 -1.72 -0.42 0.71 -0.116
O -5.51075 -3.32552 3.54685 -1.60 0.42 -0.35 -0.055
O -7.57924 -3.92169 1.99151 0.02 0.72 1.84 -0.288
C -6.90899 -4.04843 0.77151 1.30 -1.06 -1.40 0.615
C -7.51507 -3.20649 -0.31338 -0.21 0.96 1.29 0.023
O -7.41098 -1.56552 2.85122 -0.11 -2.65 -0.38 -0.026
C -7.01895 -0.48735 3.62158 1.23 2.74 0.83 0.131
C -5.67663 0.10045 3.12032 0.30 -0.75 0.26 -0.143
H -8.51544 -4.18143 7.02755 -0.37 0.05 0.11 0.000
H -9.91787 -4.46169 5.90716 0.02 0.07 0.21 -0.005
H -8.96608 -5.83283 6.53113 -0.09 0.03 0.17 -0.005
H -6.96554 -4.92202 5.42103 0.21 -0.19 -0.62 0.020
H -8.37028 -5.43610 4.30896 0.79 -0.53 -0.13 0.017
H -5.83500 -3.91849 0.90482 0.12 0.60 0.05 -0.071
H -6.93052 -5.07224 0.39810 -0.49 -0.46 0.59 0.022
H -6.99863 -3.38876 -1.25581 -0.48 0.20 -0.04 -0.039
H -8.59466 -3.35400 -0.28478 0.00 -0.48 -0.69 -0.021
H -7.44528 -2.17617 0.03544 0.39 0.37 -0.54 0.098
H -7.71761 0.34464 3.53350 -0.61 -0.36 -0.52 -0.035
H -7.06629 -0.68233 4.69296 0.49 -0.45 0.06 0.049
H -4.84205 -0.55164 3.37793 -0.03 -0.22 -0.06 0.003
H -5.70065 0.17783 2.03333 -0.14 -0.01 -0.04 0.088
H -5.38915 1.08017 3.50189 -0.52 0.08 0.23 0.060
C 0.77150 2.21995 -10.92506 -0.70 -0.70 1.00 0.009
C 1.12578 2.74657 -9.55281 0.90 0.83 0.63 0.015
O 1.06106 1.66864 -8.56718 0.28 0.82 1.76 -0.011
P 1.06105 2.01772 -6.94983 -0.99 -0.81 -0.18 -0.116
O 1.25522 0.82062 -6.05476 -0.34 2.30 -1.67 0.006
O 2.15933 3.20337 -6.78736 -1.20 -0.71 0.04 -0.030
C 2.21789 4.02325 -5.56136 1.63 -0.11 -0.88 0.039
C 3.51999 4.84929 -5.73555 -0.65 -0.29 0.32 0.047
O -0.41365 2.76853 -6.85002 1.67 -0.21 -0.55 -0.087
C -1.30500 2.65654 -5.74656 -0.39 -1.94 0.83 0.144
C -1.87946 1.20343 -5.61525 0.05 1.02 0.00 -0.043
H 1.13039 1.19293 -10.85784 0.22 -0.06 -0.73 0.002
H -0.31079 2.14141 -11.02796 -0.03 0.11 -0.17 -0.003
H 1.19169 2.78427 -11.75758 0.10 -0.09 0.24 -0.004
H 2.15095 3.11672 -9.56344 0.24 -0.22 0.02 0.003
H 0.56762 3.60966 -9.19000 -0.54 -0.19 -0.16 0.004
H 1.29255 4.59361 -5.48041 0.15 -0.02 0.13 -0.003
H 2.43309 3.37412 -4.71259 -0.70 -0.11 0.05 0.033
H 3.50168 5.47423 -6.62843 0.02 -0.11 0.03 -0.012
H 3.73596 5.46697 -4.86381 -0.36 0.16 0.05 -0.018
H 4.34798 4.14089 -5.76170 -0.02 -0.01 -0.38 0.006
H -0.77937 2.92642 -4.83060 0.10 -0.10 0.14 -0.011
H -2.14470 3.34766 -5.81976 0.24 0.19 -0.63 0.041
H -1.08850 0.45363 -5.63159 -0.03 0.15 0.26 -0.010
H -2.47795 1.19119 -4.70434 0.33 -0.22 0.17 0.005
H -2.60536 0.95534 -6.38960 0.34 0.27 -0.21 0.058
C -0.03473 -4.95752 1.95491 1.45 -0.55 0.58 0.922
C 0.65387 -4.15779 0.79872 -3.15 -0.94 0.74 -1.056
O 2.01584 -4.13699 0.96960 3.44 -1.17 -1.33 0.027
P 2.93060 -5.03697 -0.11881 -2.54 0.38 -0.78 0.084
O 4.36384 -4.83638 0.10177 -0.44 -0.50 0.28 -0.093
O 2.42395 -4.58220 -1.64815 1.11 -2.30 2.95 -0.069
C 2.66872 -3.25180 -2.10924 -1.38 -0.23 -0.54 -0.135
C 2.54434 -3.33526 -3.63412 0.09 0.93 0.58 0.034
O 2.22145 -6.55037 -0.04379 0.59 3.98 -0.80 -0.385
C 2.71191 -7.53737 0.82867 0.85 -1.05 -1.27 0.582
C 3.69970 -8.39764 0.03535 -0.54 -0.64 1.16 0.073
H -1.10033 -5.17355 2.03197 -0.14 0.63 -0.73 -0.066
H 0.43513 -5.93803 2.03193 0.07 -0.35 -0.50 -0.284
H 0.27803 -4.57323 2.92579 -0.16 0.67 0.01 0.005
H 0.42296 -4.65058 -0.14570 -0.42 0.36 -0.16 0.010
H 0.26266 -3.14106 0.83491 0.20 0.07 -0.37 0.296
H 1.85254 -2.73898 -1.60035 0.14 1.01 -0.48 0.030
H 3.62860 -2.81348 -1.83611 0.13 -0.39 0.24 -0.003
H 1.56572 -3.61533 -4.02395 -0.02 -0.35 0.43 -0.008
H 2.70574 -2.32162 -4.00097 0.31 0.01 -0.30 0.000
H 3.32097 -4.01128 -3.99182 -0.07 0.09 -0.18 -0.007
H 3.22998 -7.17197 1.71534 -0.36 0.31 0.10 -0.014
H 1.83868 -8.14505 1.06593 0.07 0.10 0.40 0.057
H 3.30955 -8.80630 -0.89678 -0.19 0.42 -0.05 0.028
H 4.66758 -7.91879 -0.11301 -0.10 -0.09 0.08 -0.031
H 3.73467 -9.24852 0.71570 0.96 -0.44 -0.14 0.033
C -0.88849 -1.01567 -2.82632 0.11 0.72 -0.30 -0.001
C -1.05079 0.28025 -2.02486 0.36 -0.48 -0.48 -0.470
O -0.12467 0.25389 -0.91807 -0.20 -0.20 2.14 0.060
P -0.44889 1.02217 0.49560 -0.32 -3.07 -0.43 0.548
O -0.56362 2.43483 0.24155 -0.28 1.63 0.41 -0.105
O -1.77882 0.33232 1.14690 2.77 1.29 -1.51 -0.157
C -1.71122 -1.03994 1.60857 -3.49 -0.18 -0.93 0.107
C -2.26223 -1.97598 0.46957 1.00 0.46 0.79 -0.676
O 0.67723 0.48712 1.54778 -1.47 -1.55 -3.87 -0.338
C 1.01595 1.32932 2.56692 -0.48 1.22 1.91 0.651
C 2.07142 2.24681 2.12725 2.05 0.86 0.11 -0.002
H -0.97809 -1.92520 -2.23232 -0.07 0.17 0.05 -0.016
H -1.66220 -1.00321 -3.59398 -0.12 -0.23 -0.03 0.048
H 0.05465 -1.02828 -3.37259 0.15 -0.03 0.16 -0.036
H -0.80215 1.16114 -2.61673 0.07 -0.07 -0.17 0.058
H -2.10764 0.38376 -1.77895 0.09 0.06 0.86 0.097
H -0.82323 -1.48285 2.05957 0.31 0.85 -0.18 0.149
H -2.49026 -0.82215 2.33917 0.11 -1.56 0.68 -0.039
H -3.06052 -1.59328 -0.16633 -0.15 0.49 0.50 0.182
H -1.42924 -2.15275 -0.21085 -0.02 -0.44 0.03 -0.124
H -2.62024 -2.89549 0.93263 0.18 -0.20 -0.10 0.141
H 0.15119 1.92519 2.85886 -0.27 -0.02 0.32 -0.115
H 1.29453 0.69209 3.40623 0.11 0.16 0.12 0.129
H 1.89320 2.64358 1.12780 -0.18 0.08 0.13 0.003
H 2.22575 3.07035 2.82444 -0.33 0.15 0.01 -0.043
H 3.04079 1.74854 2.11508 0.11 -0.21 -0.27 0.002
C -5.47424 1.02761 -2.06406 -1.27 1.03 3.18 -0.113
C -4.80123 0.53536 -3.20181 0.02 -2.19 -2.66 -0.254
O -4.65848 1.58978 -4.15671 -0.06 0.13 -1.18 0.040
P -5.85530 1.89121 -5.19456 -0.50 -0.04 -0.37 0.071
O -6.91048 0.84005 -5.42760 2.17 1.87 0.69 -0.067
O -6.42661 3.29619 -4.57027 0.09 -2.68 -1.59 -0.019
C -5.80774 4.46277 -5.06685 0.42 1.30 0.55 0.072
C -6.30962 5.55099 -4.16181 -0.12 0.19 0.70 0.038
O -4.96051 2.31859 -6.54144 -1.65 1.01 2.80 -0.028
C -4.80804 1.30042 -7.46346 0.11 -1.86 -1.52 0.063
C -5.97263 1.12958 -8.44282 0.53 -0.31 0.33 0.021
H -4.81675 1.67610 -1.48505 -0.25 0.39 0.06 0.094
H -6.38951 1.53462 -2.36955 0.03 0.24 0.21 -0.022
H -5.78458 0.23790 -1.37985 0.07 -0.23 -0.02 0.105
H -3.86628 0.01377 -2.99707 0.37 0.55 -0.23 0.100
H -5.42862 -0.20558 -3.69728 0.01 -0.35 0.01 0.024
H -4.73395 4.35621 -4.91278 0.16 0.10 -0.63 -0.007
H -6.13094 4.65644 -6.08966 0.53 -0.21 -0.13 -0.006
H -7.31214 5.83248 -4.48400 0.00 0.20 0.38 -0.013
H -6.31842 5.10345 -3.16797 -0.44 0.07 0.12 0.007
H -5.66970 6.42155 -4.01785 0.04 0.07 -0.67 -0.016
H -3.87801 1.43035 -8.01687 -0.01 0.65 -0.09 0.030
H -4.60678 0.35149 -6.96635 -0.37 -0.22 0.29 0.003
H -5.94604 1.89182 -9.22154 -0.22 0.03 0.09 -0.001
H -5.81523 0.14883 -8.89166 -0.07 0.02 -0.33 -0.008
H -6.93074 1.07159 -7.92634 0.08 0.26 -0.03 -0.001
C 6.44562 -0.70684 8.33267 -0.46 -0.87 -0.63 0.117
C 5.35255 0.32629 8.37378 0.27 1.54 0.59 0.235
O 6.01194 1.59400 8.10287 0.04 2.57 0.54 -0.103
P 5.73363 3.06993 8.81081 -1.08 -1.25 2.05 -0.026
O 5.21679 2.99958 10.24167 1.43 0.08 -3.28 0.008
O 7.15017 3.82850 8.55154 -1.59 -1.19 -0.04 -0.027
C 8.38708 3.39916 9.11288 2.00 1.27 0.19 0.016
C 9.24683 2.42356 8.32806 -1.43 -1.05 -0.01 -0.008
O 4.69475 3.89548 7.88743 0.62 -0.85 3.94 -0.054
C 4.83979 4.04438 6.53888 0.06 0.83 -1.86 0.009
C 3.73267 3.31515 5.83107 0.62 -1.78 0.21 -0.129
H 6.75677 -0.88035 7.30254 -0.06 -0.08 -0.06 0.010
H 7.36455 -0.49485 8.87923 -0.40 0.43 0.33 -0.004
H 6.01833 -1.63060 8.72278 0.17 -0.23 -0.06 -0.021
H 4.56254 0.27267 7.62471 0.20 -0.68 -0.14 -0.075
H 4.85845 0.38876 9.34334 0.14 -0.02 0.15 -0.005
H 8.99055 4.30675 9.09824 -0.22 0.40 0.04 -0.006
H 8.39259 3.15462 10.17508 -0.90 -0.35 -0.01 -0.001
H 8.84210 1.42058 8.46345 0.09 -0.19 -0.12 0.015
H 9.18609 2.62177 7.25796 0.38 0.20 0.05 0.007
H 10.26046 2.40680 8.72852 -0.01 0.29 -0.20 -0.008
H 4.66263 5.09362 6.30264 0.80 0.31 0.07 0.020
H 5.86136 3.71568 6.34793 -0.13 0.15 -1.19 0.025
H 4.04928 2.99214 4.83934 -0.38 0.53 -0.32 0.042
H 3.67371 2.36555 6.36294 -0.40 -0.24 0.02 0.026
H 2.75376 3.78885 5.90484 0.22 0.17 -0.30 0.023
C 3.23507 2.10545 -1.92830 0.74 0.25 0.53 -0.061
C 4.71495 1.85048 -1.78874 0.59 -1.46 -1.93 0.043
O 5.14803 1.92027 -0.44430 2.20 -0.25 1.71 -0.004
P 6.64767 1.32082 -0.03794 0.31 -0.96 -1.24 0.034
O 7.56443 0.92592 -1.17724 -2.14 0.72 1.84 -0.016
O 6.31981 0.07173 0.98565 0.54 2.40 -0.29 -0.062
C 5.74255 -1.09554 0.42665 -1.34 -0.73 -0.58 0.023
C 4.37358 -1.51618 1.12802 2.60 -0.12 -1.46 0.114
O 7.30976 2.45025 0.90611 -1.13 -0.99 -0.18 -0.031
C 8.54808 2.07215 1.51649 1.72 -0.67 0.44 0.023
C 8.44451 1.40983 2.88297 -0.37 0.79 -0.11 0.025
H 2.75078 1.31571 -1.35394 -0.51 0.58 0.37 0.015
H 3.13213 3.13815 -1.59509 -0.98 -0.16 0.32 -0.032
H 2.85699 2.01046 -2.94620 0.41 0.00 -0.12 0.027
H 4.90726 0.83374 -2.13130 0.10 -0.16 -0.17 0.011
H 5.33658 2.46599 -2.43900 -0.05 0.39 0.17 0.025
H 5.65165 -0.93174 -0.64714 -0.47 -0.04 -0.16 0.004
H 6.47167 -1.90402 0.48007 -0.04 -0.06 0.38 0.014
H 3.68617 -0.67302 1.19624 0.10 -0.21 0.45 -0.012
H 3.97643 -2.30907 0.49423 -0.26 0.15 0.04 -0.008
H 4.73593 -2.03975 2.01272 -0.83 0.51 0.56 -0.035
H 9.12427 1.38988 0.89149 -0.28 0.08 -0.55 0.005
H 9.18363 2.94954 1.63638 -0.42 0.35 -0.31 -0.010
H 7.84443 0.50320 2.80526 -0.11 0.24 0.47 0.007
H 9.42822 1.18126 3.29306 0.20 -0.19 -0.42 -0.026
H 8.08329 2.18910 3.55406 -0.69 -0.46 0.33 0.022
```
Positions in Å, forces in eV/Å.

The spin multiplicity is 2. As for the HOMO-LUMO gap (alpha / beta): 1.192 / 10.635 eV. Its charge is -1. The value obtained for the relative energy (zero: lowest compared OMol25 entry of this formula, charge and spin) is 0.3663 eV. The calculation puts the total energy at -215515.4529 eV. The expectation value of S² is 0.750.